Record 1
ORCA calculation (wB97M-V/def2-TZVPD) on a structure of composition C4H9Br2N2.

Geometry as XYZ:
```
17
Properties=species:S:1:pos:R:3:forces:R:3
H -0.671 1.389 0.590 0.5 0.8 0.0
Br 3.049 1.386 0.586 -0.1 0.0 0.1
H -2.622 -1.296 0.819 1.2 0.8 1.0
N -1.199 -1.668 -1.212 1.0 -2.7 -2.5
C 1.268 1.000 -0.220 1.5 -2.3 -1.9
H 0.000 2.585 -0.595 -0.3 -0.3 0.6
C 1.022 -0.464 0.218 4.6 0.6 2.4
Br 2.014 -1.817 -0.693 -0.5 0.6 0.5
H 0.715 2.573 1.002 -0.9 -0.2 0.2
H -2.055 -2.311 -1.249 1.5 0.8 0.0
H -0.392 -1.923 -1.933 -2.6 1.0 2.1
N -1.700 -0.784 0.877 -1.2 -2.1 -1.1
H 1.505 1.182 -1.320 -0.5 -0.9 1.4
H 1.150 -0.565 1.387 -0.4 0.0 -2.2
C 0.239 1.921 0.259 -0.8 1.8 0.0
H -1.407 -0.206 1.625 -0.3 0.5 0.8
C -0.918 -1.001 -0.142 -2.8 1.4 -1.3
```
Forces are in eV/Å.

## Properties
Gap between HOMO and LUMO (alpha / beta) ... 7.08 / 5.27 eV
LUMO energy (alpha / beta) ... -3.286 / -8.448 eV
Charge ... +1
Spin multiplicity ... 3

Record 2
ORCA calculation (wB97M-V/def2-TZVPD) on a cluster of 2 separate species, C4H9BrCl2Si in total.

Geometry as XYZ:
```
17
Properties=species:S:1:pos:R:3:forces:R:3
H 1.897 0.059 -1.885 -2.3 0.0 0.5
Cl 0.048 -2.924 -0.685 -0.6 0.6 0.3
C 0.740 0.193 -1.716 3.4 2.7 1.2
C -1.086 1.472 0.598 -0.8 -0.7 -0.7
H -0.672 2.163 1.329 0.0 -0.3 0.4
C 1.541 -0.100 1.324 -0.3 4.5 -1.6
Cl -1.699 -2.176 1.485 0.0 0.2 -0.3
C -0.833 -1.641 0.114 -0.1 0.7 -1.1
H -1.987 0.892 0.969 0.9 1.0 -0.1
H 1.418 0.700 2.061 -0.7 -0.5 0.5
H -1.447 2.141 -0.220 0.3 -0.9 0.3
H 1.357 -1.021 1.669 0.3 -3.5 1.9
Br -2.646 -0.769 -1.623 1.3 -0.8 1.3
H 0.491 1.151 -2.211 0.2 0.0 0.7
H 0.200 -0.431 -2.288 -1.6 -2.8 -2.0
Si 0.136 0.098 0.063 -0.1 0.9 -0.5
H 2.542 0.192 1.016 0.1 -1.0 -0.6
```
Forces are in eV/Å.

## Properties
Gap between HOMO and LUMO ... 7.81 eV
LUMO energy ... -1.820 eV
Charge ... 0

What did we get for energy above the lowest of the compared OMol25 structures with the same formula, charge and spin? Answer: 320.4, 131.5 kJ/mol, in the order shown.
What did we get for E_tot? Answer: -147346.1811, -107257.8580 eV, in the order shown.